#i
9
Properties=species:S:1:pos:R:3:nbo_charge:R:1 method="wB97M-V/def2-TZVPD" smiles=C[PH]#P(F)I homo_ev=-8.78 lumo_ev=-0.222 homo_lumo_gap_ev=8.56
C -1.5673 -0.0978 -0.2188 -0.97
F 1.8137 1.8778 -0.3191 -0.60
P 0.1585 -0.7476 -0.4712 0.27
P 1.5763 0.5506 0.6679 0.70
I 3.6936 -0.5028 0.1624 -0.10
H -1.7829 0.7108 -0.9178 0.24
H -1.8505 0.3601 0.8193 0.24
H -2.4331 -0.7680 -0.5074 0.26
H 0.3917 -1.3832 0.7847 -0.03

---

#ii
9
Properties=species:S:1:pos:R:3:nbo_charge:R:1 method="wB97M-V/def2-TZVPD" homo_ev=-9.32 lumo_ev=0.142 homo_lumo_gap_ev=9.46
C -2.0923 0.6141 0.1891 -0.28
F -1.9720 2.1688 -0.2681 -0.45
P 0.8953 0.5200 0.0515 0.02
P -0.8850 -0.3053 -0.8505 0.32
I -4.1034 0.0386 -0.1129 0.18
H -1.8758 0.7278 1.2464 0.21
H 1.0201 1.5040 -0.9302 0.01
H 1.7141 -0.3697 -0.6486 0.00
H -0.9541 -1.4022 0.0264 -0.02

---

Structures ranked by computed energy, the most stable listed first: #i, #ii.

---

#i
9
Properties=species:S:1:pos:R:3:nbo_charge:R:1 method="wB97M-V/def2-TZVPD" homo_ev="-9.30 / -9.46" lumo_ev="-2.709 / -2.769" homo_lumo_gap_ev="6.59 / 6.69"
C -0.0178 0.7366 0.3002 -0.30
C -0.9294 -0.2052 0.2795 -0.53
P -2.7260 0.1696 -0.0067 0.81
S -1.3888 3.3926 -0.3362 -0.06
Cl -3.4394 -0.9867 -1.5735 -0.29
Cl -3.2559 -0.8122 1.5587 -0.24
H 0.9317 0.5416 0.7321 0.22
H -0.3012 1.7642 -0.0194 0.17
H -0.8967 -1.2025 0.7499 0.23

---

#ii
9
Properties=species:S:1:pos:R:3:nbo_charge:R:1 method="wB97M-V/def2-TZVPD" smiles="C=CCl.S=PCl" homo_ev=-9.53 lumo_ev=-1.455 homo_lumo_gap_ev=8.07
C -1.3638 0.1740 0.4792 -0.42
C -1.1497 -0.5175 -0.6210 -0.21
P 2.0078 0.7352 0.8169 0.64
S 3.2112 -0.7638 0.6696 -0.34
Cl 1.9460 1.6261 -1.0045 -0.30
Cl -0.1816 -1.9392 -0.6438 0.00
H -1.9594 1.0687 0.4608 0.22
H -0.9511 -0.1246 1.4279 0.21
H -1.5593 -0.2589 -1.5851 0.22

---

Structures ranked by computed energy, the most stable listed first: #ii, #i.

---

#i
22
Properties=species:S:1:pos:R:3:nbo_charge:R:1 method="wB97M-V/def2-TZVPD" charge=+2 homo_ev=-14.73 lumo_ev=-6.739 homo_lumo_gap_ev=7.99
C -2.0406 -3.5347 2.6108 -0.02
C -2.0776 -3.6025 4.0823 0.07
C -1.7644 -6.8824 3.1621 0.61
C -1.7187 -5.5468 3.2252 0.03
C 3.2663 10.1789 -6.3426 0.00
C -1.7802 -5.3549 5.7655 -0.41
N -1.8206 -4.7266 2.1641 -0.30
N -1.9278 -8.0273 3.1394 -0.44
N 3.0978 8.4384 -8.0443 -0.54
N 3.6103 8.8782 -6.9015 -0.20
N -1.8771 -4.8304 4.4212 -0.23
H -2.0013 -2.6145 1.9707 0.25
H -2.2728 -2.8409 4.7914 0.25
H 2.6990 10.8090 -6.9602 0.22
H 3.6739 10.4649 -5.4433 0.23
H -0.8053 -5.1081 6.2146 0.25
H -2.6289 -5.0479 6.2962 0.24
H -1.8684 -6.5120 5.6490 0.22
H -1.6485 -8.9575 3.3804 0.48
H 3.3728 7.5778 -8.3720 0.42
H 2.4140 8.9804 -8.5352 0.42
H 4.0981 8.2591 -6.2738 0.45

---

#ii
22
Properties=species:S:1:pos:R:3:nbo_charge:R:1 method="wB97M-V/def2-TZVPD" charge=+2 homo_ev=-14.05 lumo_ev=-6.119 homo_lumo_gap_ev=7.93
C 2.2052 9.7746 -3.8275 -0.12
C 1.3625 9.4404 -2.9047 0.09
C 3.6078 6.5359 -4.0096 0.68
C 2.8052 7.6531 -3.7741 0.18
C -4.9683 -12.7577 5.8626 -0.02
C 1.1351 6.3754 -2.4278 -0.44
N 3.0600 8.8321 -4.3217 -0.39
N 4.2854 5.6170 -3.7947 -0.43
N -2.7424 -13.2528 5.3707 -0.59
N -3.9265 -13.4887 5.8931 -0.19
N 1.7858 7.4991 -2.9233 -0.34
H 2.3154 10.8668 -4.0172 0.28
H 0.4402 9.7267 -2.3346 0.27
H -4.9855 -11.7938 5.2542 0.24
H -5.8712 -13.2197 6.0469 0.24
H 0.2546 6.4984 -1.8032 0.26
H 0.8007 5.8499 -3.2337 0.21
H 1.7795 5.7539 -1.9173 0.21
H 5.0206 4.8175 -3.8366 0.54
H -1.8397 -13.7820 5.4755 0.45
H -2.5369 -12.6237 4.6675 0.42
H -3.9874 -14.3224 6.5557 0.46

---

Structures ranked by computed energy, the most stable listed first: #i, #ii.

---

#i
78
Properties=species:S:1:pos:R:3:lowdin_spin:R:1 method="wB97M-V/def2-TZVPD" charge=+3 multiplicity=4 homo_ev="-15.98 / -15.97" lumo_ev="-9.618 / -10.508" homo_lumo_gap_ev="6.36 / 5.46" s_squared=3.7722
Mo 0.1510 0.9400 0.7153 2.64
C -0.0815 2.6224 -3.4343 0.00
C 0.3575 2.4574 -2.1238 0.03
N -0.4393 1.9130 -1.2033 0.02
C -1.6942 1.5644 -1.5827 0.01
C -2.0902 1.7153 -2.8982 0.00
N -1.2843 2.2319 -3.8218 0.01
C -2.5763 1.1430 -0.4732 0.02
C -3.9438 1.0139 -0.5076 0.00
C -4.6571 0.8679 0.6950 0.02
C -3.9446 0.9852 1.9030 0.00
C -2.5777 1.1131 1.8678 0.02
N -1.9147 1.0733 0.6961 0.00
C -1.6829 1.4922 2.9828 0.01
C -2.0741 1.6896 4.2954 0.00
N -1.2494 2.1875 5.2108 0.02
C -0.0253 2.5115 4.8266 0.00
C 0.4168 2.2936 3.5243 0.03
N -0.4087 1.7773 2.6135 0.01
C -6.1138 0.6897 0.6849 0.00
C -6.7225 -0.0542 -0.3238 0.01
C -8.0993 -0.2086 -0.2869 0.00
N -8.8813 0.3329 0.6446 0.01
C -8.2885 1.0526 1.5955 0.00
C -6.9198 1.2527 1.6727 0.01
H 0.5659 3.0746 -4.1755 0.00
H 1.3487 2.7660 -1.8203 0.00
H -3.0787 1.4141 -3.2219 0.00
H -4.4837 1.0872 -1.4409 0.00
H -4.4808 0.9892 2.8415 0.00
H -3.0792 1.4465 4.6180 0.00
H 0.6373 2.9474 5.5642 0.00
H 1.4266 2.5304 3.2180 0.00
H -6.1449 -0.5406 -1.0991 0.00
H -8.6005 -0.7989 -1.0448 0.00
H -8.9447 1.4956 2.3353 0.00
H -6.5126 1.8731 2.4599 0.00
S 2.8151 0.7172 1.3077 0.00
C 2.0560 -0.6618 2.1785 0.02
C 2.7474 -1.6270 2.8721 0.00
C 2.0103 -2.6790 3.4139 0.02
C 0.6381 -2.7339 3.2212 0.00
C 0.0173 -1.7270 2.5040 0.01
N 0.7200 -0.7006 2.0090 0.01
H 3.8215 -1.5663 2.9822 0.00
H 2.5141 -3.4579 3.9713 0.00
H 0.0508 -3.5524 3.6128 0.00
H -1.0476 -1.7348 2.3080 0.00
F -0.7469 -0.8833 -0.8996 0.03
As -0.4690 -2.4870 -1.6721 0.00
F -1.8857 -3.0559 -0.9394 0.00
F -1.2455 -1.9008 -3.0616 0.00
F 0.0068 -3.9488 -2.3702 0.00
F 1.0923 -1.7107 -2.3758 0.01
F 0.4856 -2.7928 -0.2557 0.00
Te 2.3183 -0.4957 -0.8438 0.03
C 3.7907 -1.9854 -0.6943 0.02
C 5.0728 -1.5171 -0.4240 0.00
C 6.1010 -2.4447 -0.3853 0.00
C 5.8394 -3.7878 -0.6382 0.00
C 4.5531 -4.2175 -0.9297 0.00
C 3.4950 -3.3156 -0.9567 0.00
C 3.3408 0.7143 -2.2006 0.00
C 3.8505 1.9516 -1.8213 0.00
C 4.5367 2.6967 -2.7706 0.00
C 4.6925 2.2032 -4.0611 0.00
C 4.1729 0.9650 -4.4162 0.00
C 3.4900 0.1967 -3.4822 0.00
H 5.2868 -0.4671 -0.2625 0.00
H 7.1094 -2.1138 -0.1765 0.00
H 6.6517 -4.5019 -0.6202 0.00
H 4.3604 -5.2593 -1.1472 0.00
H 2.5017 -3.6549 -1.1941 0.00
H 3.7518 2.3387 -0.8135 0.00
H 4.9596 3.6545 -2.4988 0.00
H 5.2344 2.7866 -4.7935 0.00
H 4.3047 0.5863 -5.4208 0.00
H 3.0957 -0.7727 -3.7622 0.00

---

#ii
78
Properties=species:S:1:pos:R:3:lowdin_spin:R:1 method="wB97M-V/def2-TZVPD" charge=+3 multiplicity=4 homo_ev="-14.94 / -14.94" lumo_ev="-9.532 / -12.956" homo_lumo_gap_ev="5.41 / 1.98" s_squared=3.7883
Mo -1.6153 -0.2730 -0.2321 1.81
C -0.2777 2.5601 -3.5370 0.00
C -1.0438 1.6330 -2.8202 0.01
N -0.7907 1.3774 -1.5426 0.00
C 0.2369 2.0650 -0.9717 0.02
C 1.0207 2.9150 -1.7238 0.00
N 0.7663 3.1644 -3.0069 0.02
C 0.2622 1.9893 0.4974 0.01
C 1.1334 2.6099 1.3740 0.00
C 0.8419 2.5611 2.7372 0.01
C -0.3682 2.0227 3.1661 0.00
C -1.1872 1.4113 2.2357 0.00
N -0.8034 1.3263 0.9588 0.00
C -2.5316 0.8607 2.4580 0.00
C -3.2516 0.9538 3.6353 0.00
N -4.5130 0.5451 3.7170 0.01
C -5.0711 0.0465 2.6278 0.00
C -4.3564 -0.0879 1.4366 0.01
N -3.0955 0.3182 1.3594 0.00
C 1.8126 3.0779 3.7409 0.00
C 2.3682 4.3523 3.6189 0.00
C 3.2697 4.7879 4.5839 0.00
N 3.5314 3.9319 5.5368 0.00
C 3.0831 2.7215 5.7467 0.00
C 2.1681 2.2529 4.8110 0.00
H -0.5325 2.7902 -4.5630 0.00
H -1.8600 1.1210 -3.3041 0.00
H 1.8571 3.4427 -1.2815 0.00
H 2.0285 3.0989 1.0146 0.00
H -0.6537 2.0689 4.2075 0.00
H -2.8167 1.3700 4.5355 0.00
H -6.1066 -0.2641 2.6882 0.00
H -4.8054 -0.5143 0.5493 0.00
H 2.0989 5.0289 2.8185 0.00
H 3.7392 5.7660 4.5962 0.00
H 3.4394 2.1566 6.6018 0.00
H 1.7763 1.2480 4.9134 0.00
S -3.2134 -0.5008 -2.0068 0.10
C -3.4903 -2.0619 -1.2505 0.02
C -4.3833 -3.0562 -1.5882 0.01
C -4.3960 -4.1895 -0.7840 0.01
C -3.5370 -4.2870 0.3100 0.01
C -2.6657 -3.2535 0.5813 0.01
N -2.6508 -2.1642 -0.2045 0.00
H -5.0426 -2.9461 -2.4378 0.00
H -5.0787 -4.9989 -1.0075 0.00
H -3.5412 -5.1616 0.9441 0.00
H -1.9714 -3.2825 1.4093 0.00
F -0.8754 -1.2082 1.4762 0.04
As 0.7480 -1.8801 2.4567 0.00
F 0.2881 -0.7249 3.6527 0.00
F -0.3525 -2.9859 3.1307 0.00
F 2.1410 -2.3996 3.2263 0.00
F 0.8858 -2.8799 1.0708 0.00
F 1.4963 -0.5750 1.5981 0.00
Te 0.1128 -1.8965 -1.9359 0.29
C 2.1604 -1.8864 -1.4811 0.02
C 2.8087 -3.1039 -1.6454 0.01
C 4.1756 -3.1758 -1.4116 0.00
C 4.8750 -2.0439 -1.0219 0.00
C 4.2150 -0.8318 -0.8578 0.00
C 2.8504 -0.7485 -1.0835 0.00
C 0.2795 -0.9729 -3.8230 0.17
C -0.7234 -1.2088 -4.7646 0.06
C -0.6120 -0.6671 -6.0355 0.03
C 0.5102 0.0822 -6.3775 0.18
C 1.5256 0.2816 -5.4484 0.03
C 1.4171 -0.2500 -4.1717 0.07
H 2.2680 -3.9907 -1.9513 0.00
H 4.6900 -4.1185 -1.5393 0.00
H 5.9405 -2.1043 -0.8458 0.00
H 4.7680 0.0483 -0.5575 0.00
H 2.3332 0.1930 -0.9452 0.00
H -1.5757 -1.8308 -4.5219 0.00
H -1.3830 -0.8573 -6.7706 0.00
H 0.6072 0.4839 -7.3777 0.01
H 2.4121 0.8370 -5.7245 0.00
H 2.2302 -0.1192 -3.4688 0.00

---

Structures ranked by computed energy, the most stable listed first: #i, #ii.